Record 1
The following is a quantum chemistry calculation of 2 unconnected molecules or ions with the total composition ClH2O2PS at a distorted geometry, from the Open Molecules 2025 dataset.

Computed properties:
- Max |F|: 6.29 eV/Å
- E_tot: -1351.371015 Ha
- Energy above the lowest of the compared OMol25 structures with the same formula, charge and spin: 371.2 kJ/mol
- Frontier orbital gap (alpha / beta): 7.752 / 5.603 eV

CARTESIAN COORDINATES (ANGSTROEM)
O: -1.439 0.285 0.920
O: -1.228 -0.117 -1.524
P: -0.833 -0.815 -0.093
S: 2.218 0.718 -0.090
Cl: 3.333 -0.047 1.408
H: -0.838 0.605 1.622
H: -1.213 -0.630 -2.243

Here are the natural (NBO) charges for atoms 1 to 6, given in e:
1 O -1.01
2 O -0.97
3 P 1.28
4 S -0.16
5 Cl -0.17
6 H 0.53

Record 2
The following is a quantum chemistry calculation of a molecular structure, C18H18CrF5N2S2 at a distorted geometry, from the Open Molecules 2025 dataset.

Computed properties:
- Max |F|: 1.66 eV/Å
- E_tot: -3146.334069 Ha
- Multiplicity: 2
- Frontier orbital gap (alpha / beta): 6.365 / 7.289 eV
- <S²>: 0.80

CARTESIAN COORDINATES (ANGSTROEM)
Cr: -0.287 0.872 -0.893
C: -1.613 -1.677 -1.483
N: -1.110 -0.954 -0.280
C: -0.003 -1.715 0.342
C: 1.270 -1.502 -0.458
N: 1.645 -0.070 -0.411
C: 2.662 0.243 -1.442
C: 2.158 0.268 0.920
C: 3.354 -0.274 1.376
C: 3.836 0.049 2.632
C: 3.113 0.921 3.438
C: 1.918 1.452 2.990
C: 1.419 1.129 1.723
S: -0.120 1.778 1.195
C: -2.254 -0.746 0.607
C: -2.611 -1.656 1.587
C: -3.753 -1.440 2.346
C: -4.541 -0.325 2.099
C: -4.187 0.577 1.107
C: -3.033 0.381 0.351
S: -2.531 1.497 -0.907
H: -2.006 -2.653 -1.189
H: -0.820 -1.817 -2.216
H: -2.404 -1.087 -1.940
H: -0.234 -2.782 0.393
H: 0.140 -1.340 1.355
H: 1.122 -1.776 -1.503
H: 2.065 -2.137 -0.058
H: 3.545 -0.391 -1.338
H: 2.962 1.282 -1.336
H: 2.242 0.092 -2.433
H: 3.921 -0.954 0.750
H: 4.771 -0.373 2.978
H: 3.485 1.180 4.421
H: 1.344 2.131 3.609
H: -2.000 -2.530 1.783
H: -4.023 -2.146 3.120
H: -5.428 -0.148 2.694
H: -4.786 1.457 0.911
F: 0.733 2.359 -2.105
C: -0.320 1.893 -2.974
F: 0.027 0.480 -3.053
C: 0.011 2.473 -4.350
F: 0.650 3.638 -4.228
F: 0.783 1.658 -5.088
F: -1.116 2.682 -5.037

Here are the natural (NBO) charges for atoms 1 to 6, given in e:
1 Cr 0.75
2 C -0.42
3 N -0.46
4 C -0.24
5 C -0.21
6 N -0.50

Record 3
The following is a quantum chemistry calculation of a molecular structure, C22H38P2Pd at a distorted geometry, from the Open Molecules 2025 dataset.

Computed properties:
- Max |F|: 5.04 eV/Å
- E_tot: -1670.782683 Ha
- Multiplicity: 5
- Total charge: +2
- Energy above the lowest of the compared OMol25 structures with the same formula, charge and spin: 82.9 kJ/mol
- Frontier orbital gap (alpha / beta): 3.852 / 3.877 eV
- <S²>: 6.06

CARTESIAN COORDINATES (ANGSTROEM)
P: -1.725 -2.796 -1.795
P: -0.581 0.163 -2.196
C: -2.032 -1.959 -3.444
C: -0.796 -1.112 -3.596
H: -2.981 -1.377 -3.347
H: -2.098 -2.768 -4.199
H: 0.103 -1.740 -3.478
H: -0.799 -0.499 -4.503
C: -1.812 1.441 -2.632
H: -1.292 2.400 -2.492
H: -2.754 1.414 -2.069
H: -1.977 1.235 -3.696
C: 0.727 1.040 -3.058
H: 0.390 1.210 -4.095
H: 1.675 0.510 -3.104
H: 0.903 2.046 -2.669
C: -2.830 -4.150 -2.002
H: -3.333 -4.396 -1.073
H: -2.295 -5.012 -2.416
H: -3.599 -3.845 -2.717
C: -0.026 -3.612 -1.709
H: 0.822 -2.901 -1.840
H: 0.017 -4.391 -2.500
H: 0.065 -4.083 -0.701
Pd: -1.444 -0.990 -0.700
C: 2.022 4.121 -1.096
C: 0.976 3.402 -0.660
C: 0.856 2.260 0.338
C: 2.050 1.429 0.891
C: 3.177 1.016 -0.010
C: 3.386 1.240 -1.337
C: 3.758 2.531 -2.002
C: 3.438 3.704 -1.033
C: -0.965 -2.070 0.956
H: 1.823 5.078 -1.595
H: -0.033 3.729 -0.990
H: 0.132 1.515 -0.099
H: 0.336 2.660 1.249
H: 2.433 1.883 1.819
H: 1.586 0.461 1.214
H: 3.698 0.140 0.443
H: 3.427 0.370 -2.021
H: 3.254 2.599 -2.986
H: 4.842 2.589 -2.224
H: 3.636 3.393 -0.001
H: 4.046 4.583 -1.282
H: -1.505 -1.517 1.741
H: 0.129 -1.983 1.062
H: -1.312 -3.095 0.728
C: -0.903 1.001 3.419
C: -1.077 0.146 4.515
C: -0.043 -0.129 5.483
C: -0.299 -0.997 6.531
C: -1.573 -1.595 6.675
C: -2.580 -1.350 5.728
C: -2.359 -0.491 4.666
H: 0.022 1.579 3.329
H: -1.685 1.191 2.701
H: 0.933 0.344 5.317
H: 0.491 -1.189 7.251
H: -1.746 -2.253 7.523
H: -3.554 -1.823 5.862
H: -3.143 -0.300 3.926

Here are the natural (NBO) charges for atoms 1 to 6, given in e:
1 P 1.05
2 P 0.96
3 C -0.71
4 C -0.69
5 H 0.25
6 H 0.26